No. 1
{"formula": "CH5ClNOP", "method": "ωB97M-V with the def2-TZVPD basis set", "smiles": "C[P@@](N)(=O)Cl", "e_tot_ha": -972.7078, "homo_ev": -10.8, "orbital_gap_ev": 11.34, "de_lowest_kj_mol": 22.6, "species": ["C", "N", "O", "P", "Cl", "H", "H", "H", "H", "H"], "coordinates": [[1.038186, 0.517605, -0.372430], [-1.614282, -0.528309, 0.010327], [-1.011268, 1.403123, 1.582180], [-0.727016, 0.825010, 0.278376], [-1.066372, 2.253512, -1.460437], [1.511391, 1.380902, 0.203380], [1.460370, -0.486326, -0.253377], [0.860344, 0.811347, -1.432674], [-1.449663, -1.056565, -0.828043], [-2.597078, -0.467143, 0.211691]], "forces_ev_per_angstrom": [[-1.82, 1.66, 0.65], [0.07, 0.00, -0.30], [0.13, 0.51, 0.17], [1.30, -0.02, -2.20], [-0.36, -0.82, 1.49], [0.10, -1.37, -0.96], [-0.12, 0.46, 0.34], [0.80, -0.42, 0.83], [0.14, -0.05, -0.28], [-0.24, 0.06, 0.25]]}

***

No. 2
{"formula": "C47H64ClFN4O6Os", "method": "ωB97M-V with the def2-TZVPD basis set", "spin_multiplicity": 5, "e_tot_ha": -3150.5038, "homo_ev": [-6.7, -7.6], "orbital_gap_ev": [7.02, 7.34], "de_lowest_kj_mol": 93.9, "species": ["Os", "C", "N", "C", "C", "C", "N", "C", "C", "C", "C", "C", "C", "C", "O", "C", "C", "C", "C", "C", "C", "C", "C", "C", "C", "C", "C", "C", "C", "C", "O", "C", "C", "C", "C", "C", "C", "C", "C", "H", "H", "H", "H", "H", "H", "H", "H", "H", "H", "H", "H", "H", "H", "H", "H", "H", "H", "H", "H", "H", "H", "H", "H", "H", "H", "H", "H", "H", "H", "H", "H", "H", "H", "H", "H", "H", "H", "H", "H", "H", "H", "H", "H", "H", "H", "H", "H", "H", "H", "H", "H", "H", "H", "Cl", "C", "C", "C", "C", "C", "C", "C", "H", "H", "H", "H", "H", "H", "F", "C", "C", "N", "C", "C", "O", "O", "C", "O", "N", "C", "O", "H", "H", "H", "H"], "coordinates": [[0.111244, -0.929433, 0.657750], [-2.876143, -1.080770, 2.859984], [-2.536263, -1.486286, 1.491685], [-2.771497, -2.929723, 1.373486], [-3.383128, -0.784291, 0.514467], [-2.782517, 0.484023, -0.071549], [-1.507102, 0.289369, -0.766019], [-0.843189, 1.578165, -1.057884], [-0.498939, 2.532893, 0.058873], [-0.633817, 3.865412, -0.184496], [-0.033681, 4.839363, 0.640415], [0.950114, 4.387814, 1.567825], [1.205594, 3.078172, 1.817800], [0.168627, 2.068157, 1.329485], [0.783544, 0.817878, 1.139367], [2.515855, 2.635136, 2.491856], [2.429046, 1.440790, 3.457463], [3.484422, 2.250469, 1.351864], [3.157871, 3.788843, 3.276186], [-0.281349, 6.331076, 0.492851], [1.015181, 7.046393, 0.075734], [-1.357982, 6.639616, -0.548416], [-0.748834, 6.882521, 1.851666], [-1.763380, -0.400948, -2.051007], [-0.676192, -1.247904, -2.695080], [-1.059442, -1.912845, -3.863098], [-0.176590, -2.696747, -4.578986], [1.130770, -2.783712, -4.089437], [1.562272, -2.149606, -2.937669], [0.617786, -1.387320, -2.215140], [1.005826, -0.755204, -1.082118], [3.027364, -2.235212, -2.478024], [3.647076, -0.828137, -2.465792], [3.871062, -3.096176, -3.422143], [3.129140, -2.862595, -1.078463], [-0.561157, -3.450724, -5.850844], [-0.356817, -4.957211, -5.629320], [-2.020300, -3.214902, -6.237014], [0.325015, -2.986034, -7.016782], [-3.851422, -1.491114, 3.156022], [-2.933129, 0.002032, 2.937848], [-2.113706, -1.436588, 3.552287], [-3.837619, -3.162725, 1.500711], [-2.213939, -3.458032, 2.143051], [-2.437243, -3.289336, 0.401527], [-4.331910, -0.499837, 0.986203], [-3.637228, -1.486312, -0.279853], [-2.627470, 1.201819, 0.730221], [-3.522320, 0.921865, -0.757216], [-1.468621, 2.127513, -1.774152], [0.081129, 1.315487, -1.576856], [-1.192364, 4.176808, -1.061969], [1.566899, 5.140279, 2.040405], [1.945872, 0.574851, 3.012075], [1.913475, 1.707878, 4.376128], [3.448145, 1.152528, 3.728841], [3.134835, 1.359669, 0.830858], [4.478025, 2.053248, 1.766487], [3.567059, 3.064600, 0.627619], [2.457313, 4.216035, 3.998572], [3.517668, 4.585306, 2.620385], [4.019939, 3.405983, 3.826977], [1.400772, 6.634383, -0.860647], [1.793234, 6.946402, 0.835030], [0.823353, 8.113432, -0.069901], [-1.066229, 6.305331, -1.547363], [-1.516639, 7.719134, -0.594825], [-2.310179, 6.169383, -0.286074], [0.021615, 6.760202, 2.617098], [-1.646473, 6.359231, 2.192005], [-0.978976, 7.949199, 1.768215], [-2.077020, 0.356466, -2.783732], [-2.626744, -1.050981, -1.914395], [-2.084293, -1.788590, -4.201174], [1.842333, -3.377780, -4.647191], [3.611832, -0.388600, -3.466627], [4.695419, -0.888462, -2.157984], [3.122886, -0.165861, -1.778352], [3.875473, -2.699257, -4.440760], [3.524802, -4.132902, -3.448915], [4.902490, -3.101337, -3.063169], [2.692567, -2.210060, -0.324389], [4.178523, -3.031987, -0.819658], [2.612790, -3.824206, -1.037114], [-0.963279, -5.307658, -4.790399], [0.687581, -5.190683, -5.410131], [-0.648276, -5.516969, -6.523358], [-2.703894, -3.581316, -5.466861], [-2.240864, -3.752068, -7.161943], [-2.225218, -2.155239, -6.409182], [1.382200, -3.170107, -6.815041], [0.197331, -1.914778, -7.191765], [0.058412, -3.520283, -7.933191], [-0.612626, 3.361822, 5.328039], [-1.763509, 3.748484, 4.076104], [-2.648383, 4.772069, 4.386075], [-3.610386, 5.159214, 3.471922], [-3.676426, 4.508997, 2.250539], [-2.782907, 3.492369, 1.956947], [-1.788669, 3.071289, 2.846204], [-0.859574, 1.920150, 2.517019], [-2.574925, 5.254379, 5.351658], [-4.302029, 5.955540, 3.715494], [-4.419855, 4.794819, 1.516615], [-2.856729, 3.020922, 0.986653], [-0.252931, 1.686958, 3.386520], [-1.420513, 1.015707, 2.292487], [-1.738593, -7.101879, 3.840410], [-0.635029, -6.796552, 3.157051], [-0.035414, -5.618705, 3.308261], [1.119730, -5.283048, 2.624526], [1.639623, -3.929061, 2.720020], [0.723632, -2.949679, 2.025818], [0.429552, -1.851121, 2.606662], [0.301624, -3.189011, 0.867008], [1.711280, -6.156658, 1.723055], [2.717162, -5.895294, 1.103350], [1.051014, -7.364687, 1.600280], [-0.109491, -7.803695, 2.241305], [-0.582089, -8.893135, 2.032127], [-0.431312, -4.873582, 3.986190], [2.593100, -3.916894, 2.195996], [1.782172, -3.634334, 3.756633], [1.464093, -8.011685, 0.945178]], "forces_ev_per_angstrom": [[0.42, -0.05, 0.12], [0.07, 0.01, -0.06], [-0.04, 0.08, -0.09], [0.13, 0.08, -0.06], [-0.05, -0.04, 0.01], [0.03, 0.02, 0.15], [-0.06, -0.37, 0.08], [0.10, 0.06, -0.08], [0.01, -0.17, -0.14], [-0.06, 0.13, 0.03], [0.05, -0.04, 0.02], [-0.05, 0.04, 0.03], [0.14, -0.10, 0.04], [0.07, 0.06, -0.05], [-0.18, -0.03, 0.11], [0.03, 0.02, -0.11], [-0.05, -0.03, -0.12], [-0.04, 0.00, -0.04], [-0.06, 0.05, -0.02], [0.01, 0.02, 0.06], [0.00, -0.02, -0.03], [-0.02, -0.02, 0.00], [-0.02, -0.01, 0.00], [0.07, -0.10, 0.00], [-0.21, 0.10, 0.07], [-0.03, 0.04, 0.00], [-0.01, 0.04, 0.08], [0.06, -0.02, -0.06], [0.20, -0.05, 0.00], [0.04, 0.03, 0.15], [-0.10, 0.11, -0.03], [-0.06, 0.00, 0.03], [-0.01, 0.03, -0.01], [-0.01, -0.03, -0.03], [-0.04, -0.02, 0.04], [0.04, -0.01, -0.01], [0.00, -0.01, 0.00], [-0.03, -0.01, -0.01], [0.01, 0.03, 0.03], [-0.01, 0.00, 0.00], [0.00, 0.04, 0.01], [0.02, 0.00, -0.01], [0.00, -0.02, 0.01], [0.07, -0.02, 0.05], [0.04, 0.01, 0.00], [-0.09, -0.05, -0.04], [0.04, 0.01, -0.02], [0.05, -0.09, -0.08], [-0.04, 0.07, -0.01], [-0.03, 0.05, -0.03], [0.03, -0.03, -0.01], [0.04, -0.01, 0.04], [0.03, -0.01, -0.05], [-0.01, 0.06, 0.03], [-0.15, 0.06, 0.15], [-0.02, 0.03, 0.03], [0.01, 0.01, -0.01], [-0.04, -0.01, -0.02], [0.02, -0.02, 0.03], [0.03, -0.01, -0.01], [-0.03, -0.02, 0.03], [-0.02, 0.02, -0.04], [-0.02, 0.04, 0.04], [-0.03, 0.00, -0.04], [0.02, -0.05, 0.02], [-0.02, 0.02, 0.04], [-0.01, -0.03, 0.00], [0.04, 0.00, -0.03], [-0.04, 0.00, -0.04], [0.10, 0.08, -0.05], [0.03, -0.04, 0.00], [-0.03, 0.03, 0.00], [0.02, -0.02, 0.04], [0.07, -0.01, 0.02], [-0.03, 0.02, 0.03], [0.01, -0.01, 0.03], [-0.04, 0.00, -0.01], [0.01, -0.02, -0.02], [0.01, -0.03, 0.04], [0.01, 0.04, -0.01], [-0.03, 0.00, -0.02], [0.03, -0.01, 0.00], [-0.03, 0.03, -0.03], [0.03, 0.01, 0.00], [0.02, 0.00, -0.04], [-0.06, 0.01, -0.01], [0.02, 0.03, 0.04], [0.02, 0.02, -0.03], [-0.01, 0.01, 0.02], [0.00, -0.04, 0.00], [-0.04, 0.01, -0.02], [0.01, -0.04, -0.01], [0.01, 0.02, 0.04], [0.15, -0.17, -0.14], [0.07, -0.02, -0.19], [-0.04, 0.01, 0.01], [-0.06, -0.05, 0.02], [-0.02, -0.01, -0.01], [-0.13, -0.09, -0.05], [0.04, 0.03, 0.20], [0.09, 0.13, 0.01], [0.01, -0.01, -0.03], [0.02, -0.01, 0.00], [0.00, -0.01, 0.02], [0.00, 0.10, 0.14], [0.02, -0.06, 0.13], [-0.11, 0.02, -0.04], [-0.05, -0.03, 0.02], [-0.02, -0.04, -0.01], [0.16, 0.19, -0.06], [0.00, -0.08, 0.02], [-0.27, -0.18, 0.05], [-0.29, 0.00, 0.09], [0.18, 0.02, -0.39], [-0.12, 0.28, -0.03], [-0.02, 0.10, 0.01], [-0.09, -0.04, 0.05], [-0.06, -0.03, 0.06], [0.12, -0.02, -0.11], [-0.01, 0.02, 0.01], [0.03, 0.02, -0.01], [0.08, 0.04, 0.00], [-0.01, -0.03, 0.06], [0.03, -0.04, -0.03]]}